Entry from the Open Molecules 2025 dataset: a structure of composition C14H28GdN7O7P2S2 in a non-equilibrium geometry (ωB97M-V with the def2-TZVPD basis set).

Calculated values
gap between HOMO and LUMO (alpha / beta) = 5.333 / 6.169 eV
energy = -100810.831 eV
molar mass = 689.75 g/mol
highest occupied orbital energy (alpha / beta) = -10.06 / -13.79 eV

The geometry in ORCA input format:
```
! RIJCOSX wB97M-V def2-TZVPD def2/J DEFGRID3
* xyz 2 8
Gd -0.260 -0.074 0.051
C 3.192 0.278 0.537
C 2.480 0.264 1.899
N 1.393 -0.737 1.928
C 1.880 -2.133 1.889
C 1.139 -2.982 0.843
N 1.066 -2.309 -0.468
C 2.375 -2.197 -1.149
C 2.607 -0.753 -1.621
N 2.222 0.203 -0.570
H 3.877 -0.567 0.471
H 3.797 1.188 0.472
H 2.030 1.242 2.085
H 3.226 0.081 2.683
H 0.909 -0.596 2.814
H 1.760 -2.622 2.860
H 2.946 -2.123 1.662
H 0.111 -3.159 1.177
H 1.649 -3.953 0.774
H 0.466 -2.886 -1.057
H 2.426 -2.858 -2.019
H 3.166 -2.509 -0.466
H 1.973 -0.558 -2.492
H 3.659 -0.641 -1.916
H 2.181 1.118 -1.018
N -0.910 1.276 3.491
C -1.800 0.299 3.182
N -1.746 -0.372 2.057
C -2.743 -1.333 2.007
C -3.524 -1.398 3.121
S -3.040 -0.225 4.283
C -2.874 -2.117 0.789
C -3.814 -3.061 0.508
S -3.626 -3.663 -1.092
C -2.262 -2.597 -1.293
N -1.979 -1.872 -0.239
N -1.506 -2.576 -2.419
H -0.538 1.806 2.708
H -1.096 1.812 4.324
H -4.346 -2.055 3.321
H -4.601 -3.429 1.133
H -1.857 -3.085 -3.215
H -1.020 -1.707 -2.627
C -1.258 4.175 -2.317
C -0.372 2.998 -1.976
O 0.783 2.897 -2.787
P 0.342 3.165 -0.290
O -0.150 4.578 0.206
O 1.922 3.253 -0.428
O 0.093 2.081 0.702
P -1.287 1.388 -1.998
O -2.148 1.536 -3.327
O -0.270 0.266 -2.140
O -2.097 1.188 -0.750
H -0.711 5.113 -2.231
H -2.106 4.185 -1.636
H -1.634 4.081 -3.335
H 0.514 2.922 -3.717
H 0.102 4.876 1.085
H 2.257 3.840 -1.113
H -2.964 1.036 -3.358
*
```

Entry from the Open Molecules 2025 dataset: a cluster of 2 separate species, C23H36BrClF4N4O4 in total in a non-equilibrium geometry (ωB97M-V with the def2-TZVPD basis set).

Calculated values
gap between HOMO and LUMO = 5.504 eV
energy = -131997.095 eV
molar mass = 623.91 g/mol
highest occupied orbital energy = -6.86 eV

The geometry in ORCA input format:
```
! RIJCOSX wB97M-V def2-TZVPD def2/J DEFGRID3
* xyz 0 1
C 7.042 -0.176 3.710
C 6.771 -0.289 2.251
C 5.249 0.045 1.663
O 4.636 1.217 1.857
O 4.597 -1.036 0.905
C 5.365 -1.175 -0.343
C 4.266 -1.442 -1.554
C 3.684 0.040 -1.976
C 2.352 0.397 -1.030
C 1.044 0.124 -2.004
C -0.335 -0.244 -1.193
N -0.625 0.634 0.006
C -1.834 1.585 -0.122
N -1.766 2.830 -0.759
C -0.505 3.418 -1.362
C 0.704 3.667 -0.235
C 2.029 4.407 -0.856
F 2.539 5.629 -0.131
C 2.807 3.969 -2.047
F 4.241 4.417 -2.126
F 2.290 3.109 -3.147
N -3.099 0.993 0.534
C -3.884 1.916 1.437
C -5.539 1.700 1.329
C -2.823 -0.427 1.074
C -3.594 -0.834 2.492
C -3.235 -2.337 3.035
O -4.090 -3.328 2.657
Br -1.689 -2.854 4.194
C -3.637 -1.340 -0.010
C -2.804 -2.580 -0.673
O -1.976 -3.360 0.257
C -3.960 -3.647 -1.242
N -3.214 -4.766 -1.936
C -1.187 -0.351 1.054
Cl -0.713 0.571 2.635
H 6.710 -1.053 4.424
H 7.569 0.813 4.116
H 7.575 -0.650 1.479
H 5.831 -0.103 -0.565
H 6.185 -2.012 -0.329
H 4.740 -2.042 -2.468
H 3.338 -2.080 -1.208
H 3.311 -0.064 -3.103
H 4.485 0.896 -1.974
H 2.487 1.517 -0.712
H 2.290 -0.364 -0.140
H 1.322 -0.850 -2.636
H 0.907 0.980 -2.818
H -0.258 -1.406 -0.929
H -1.298 -0.167 -1.895
H -2.644 3.426 -0.841
H -0.121 2.834 -2.312
H -0.770 4.513 -1.756
H 0.250 4.415 0.570
H 0.989 2.694 0.352
H -3.506 1.952 2.555
H -3.708 3.020 1.017
H -5.978 2.562 0.639
H -5.740 0.662 0.773
H -6.064 1.692 2.380
H -4.778 -0.810 2.341
H -3.380 -0.070 3.367
H -4.655 -1.804 0.406
H -3.980 -0.633 -0.907
H -2.167 -2.298 -1.628
H -2.460 -4.154 0.632
H -4.472 -4.078 -0.253
H -4.722 -3.064 -1.917
H -3.909 -5.387 -2.435
H -2.820 -5.395 -1.175
H -0.599 -1.360 1.224
F 0.936 -2.615 -2.615
*
```

Entry from the Open Molecules 2025 dataset: a cluster of 2 separate species, C17H30BF7N2O9P in total in a non-equilibrium geometry (ωB97M-V with the def2-TZVPD basis set).

Calculated values
gap between HOMO and LUMO = 6.698 eV
energy = -68494.521 eV
molar mass = 581.20 g/mol
highest occupied orbital energy = -11.47 eV

The geometry in ORCA input format:
```
! RIJCOSX wB97M-V def2-TZVPD def2/J DEFGRID3
* xyz 1 1
C 0.463 -1.893 -3.493
O 0.045 -0.538 -3.102
B -0.108 -0.437 -1.607
O -0.367 -1.705 -0.907
C 0.086 1.054 -0.853
C -1.228 1.817 -1.537
C -2.347 2.382 -0.497
C -3.392 1.210 0.083
O -1.867 3.299 0.548
N 0.153 1.019 0.692
C -0.594 0.175 1.690
P 0.407 -1.069 2.706
O -0.392 -1.271 4.093
O 0.303 -2.638 1.904
O 2.015 -0.602 3.157
C 0.984 1.995 1.168
C 1.436 2.512 2.645
O 0.391 2.501 3.679
O 0.865 2.243 4.865
C 1.728 2.905 -0.023
C 1.286 4.461 -0.194
C 2.617 5.415 -0.537
F 0.157 4.739 -1.100
C 1.536 1.800 -1.210
F 1.590 2.607 -2.490
C 2.913 0.970 -1.365
F 3.989 2.020 -1.563
F 3.028 0.141 -2.624
C 3.439 0.048 -0.146
F 4.711 -0.601 -0.652
F 2.585 -1.080 0.271
F 3.900 0.797 1.078
H 1.341 -2.323 -2.842
H -0.487 -2.583 -3.522
H 0.891 -1.807 -4.600
H 0.507 -2.203 -0.721
H -1.820 1.078 -2.267
H -0.928 2.725 -2.230
H -3.072 3.058 -1.169
H -4.512 1.464 -0.177
H -3.259 1.089 1.263
H -3.097 0.219 -0.466
H -2.569 3.338 1.270
H -1.221 0.889 2.413
H -1.428 -0.456 1.115
H 1.159 -2.860 1.434
H 2.377 -1.408 3.671
H 2.433 1.967 3.012
H 1.761 3.654 2.521
H 0.389 2.913 5.472
H 2.808 3.023 0.474
H 0.939 4.836 0.886
H 2.223 6.363 -1.098
H 3.470 4.831 -1.084
H 3.028 5.805 0.514
C -2.622 -6.344 -2.095
C -1.896 -5.218 -1.414
O -1.036 -4.554 -1.989
N -2.211 -4.937 -0.117
C -3.180 -5.589 0.731
H -2.259 -6.442 -3.122
H -2.433 -7.284 -1.571
H -3.694 -6.134 -2.127
H -1.677 -4.166 0.267
H -3.905 -4.838 1.055
H -2.654 -5.979 1.607
H -3.698 -6.403 0.224
*
```

Entry from the Open Molecules 2025 dataset: a cluster of 5 separate species, C21H50ClNO12S in total in a non-equilibrium geometry (ωB97M-V with the def2-TZVPD basis set).

Calculated values
gap between HOMO and LUMO = 9.420 eV
energy = -72000.619 eV
molar mass = 576.15 g/mol
structure (SMILES) = NC(=O)OCCCCS(=O)(=O)Cl.COCCOC.COCCOC.COCCOC.COCCOC
highest occupied orbital energy = -9.09 eV

The geometry in ORCA input format:
```
! RIJCOSX wB97M-V def2-TZVPD def2/J DEFGRID3
* xyz 0 1
N -2.878 1.343 0.514
C -2.325 0.104 0.254
O -2.829 -0.708 -0.502
O -1.199 -0.141 0.984
C -0.115 -0.630 0.194
C 0.743 0.541 -0.273
C 1.615 0.203 -1.486
C 1.421 1.099 -2.703
S -0.284 1.224 -3.184
O -0.990 2.160 -2.369
O -0.819 -0.085 -3.362
Cl -0.119 2.065 -5.054
H -3.329 1.691 -0.319
H -2.204 2.013 0.853
H 0.459 -1.282 0.842
H -0.460 -1.234 -0.639
H 1.362 0.842 0.565
H 0.085 1.379 -0.473
H 1.532 -0.840 -1.769
H 2.653 0.330 -1.197
H 1.935 0.654 -3.548
H 1.826 2.095 -2.571
C -6.087 4.354 5.368
O -5.169 3.290 5.201
C -5.380 2.546 4.009
C -4.415 2.941 2.914
O -4.627 4.280 2.482
C -3.708 5.203 3.039
H -5.706 5.000 6.157
H -6.198 4.941 4.454
H -7.068 3.970 5.671
H -6.412 2.658 3.663
H -5.218 1.492 4.254
H -4.578 2.296 2.053
H -3.381 2.804 3.247
H -2.731 5.103 2.553
H -3.593 5.063 4.116
H -4.088 6.207 2.855
C 4.932 -5.510 -1.829
O 4.762 -5.589 -0.423
C 4.938 -4.348 0.238
C 3.613 -3.701 0.577
O 2.892 -3.330 -0.588
C 1.866 -4.251 -0.926
H 4.541 -6.430 -2.262
H 4.395 -4.663 -2.261
H 5.996 -5.428 -2.077
H 5.549 -3.671 -0.366
H 5.477 -4.549 1.169
H 3.805 -2.785 1.145
H 3.014 -4.367 1.204
H 1.012 -4.138 -0.250
H 2.222 -5.282 -0.891
H 1.540 -4.025 -1.941
C -2.084 11.392 0.305
O -3.145 10.766 -0.394
C -3.136 9.352 -0.281
C -4.134 8.861 0.745
O -3.784 9.279 2.057
C -4.536 10.397 2.495
H -2.309 12.455 0.364
H -1.976 10.996 1.317
H -1.140 11.262 -0.236
H -2.133 8.990 -0.037
H -3.412 8.948 -1.259
H -4.133 7.766 0.740
H -5.143 9.197 0.489
H -5.554 10.093 2.763
H -4.581 11.178 1.732
H -4.046 10.798 3.381
C 5.960 -11.323 -3.808
O 5.796 -11.373 -2.402
C 5.966 -10.113 -1.771
C 4.641 -9.464 -1.439
O 3.914 -9.120 -2.611
C 2.888 -10.043 -2.928
H 5.578 -12.256 -4.218
H 5.408 -10.491 -4.251
H 7.020 -11.233 -4.067
H 6.570 -9.447 -2.394
H 6.511 -10.291 -0.839
H 4.831 -8.533 -0.894
H 4.047 -10.116 -0.793
H 2.037 -9.918 -2.251
H 3.244 -11.075 -2.876
H 2.560 -9.835 -3.945
*
```